(1)
Entry from OMol25: 12 unconnected molecules or ions with the total composition C43H107O30P5 (the ωB97M-V functional and the def2-TZVPD basis).

```
! wB97M-V def2-TZVPD RIJCOSX def2/J DEFGRID3
* xyz 0 1
C -6.224 4.922 1.630
O -4.929 5.172 1.225
P -3.775 5.397 2.388
O -3.947 6.680 3.164
O -3.681 4.050 3.257
C -3.370 2.800 2.584
O -2.415 5.373 1.508
C -2.078 6.527 0.728
H -6.415 4.985 2.701
H -6.556 3.914 1.384
H -6.968 5.447 1.031
H -3.456 2.879 1.500
H -4.010 1.964 2.867
H -2.351 2.479 2.796
H -1.021 6.752 0.876
H -2.669 7.422 0.918
H -2.218 6.418 -0.347
C -4.875 -1.341 6.047
O -4.495 -1.000 4.701
P -3.713 -2.071 3.798
O -4.441 -2.760 2.691
O -2.416 -1.260 3.283
C -1.665 -0.481 4.182
O -3.049 -3.133 4.827
C -1.968 -3.995 4.333
H -4.280 -0.825 6.800
H -4.807 -2.413 6.236
H -5.880 -0.966 6.239
H -1.798 -0.810 5.213
H -1.843 0.588 4.070
H -0.617 -0.673 3.950
H -0.938 -3.650 4.418
H -2.110 -4.270 3.288
H -1.918 -4.933 4.887
C 2.421 4.073 0.264
O 3.453 4.265 -0.738
P 4.985 3.705 -0.573
O 5.536 3.925 0.808
O 5.737 4.430 -1.783
C 5.247 4.379 -3.127
O 4.872 2.176 -1.028
C 5.967 1.351 -0.733
H 2.579 3.487 1.169
H 1.615 3.473 -0.157
H 1.989 5.059 0.433
H 5.397 5.374 -3.546
H 4.202 4.084 -3.229
H 5.853 3.717 -3.745
H 6.804 1.746 -0.159
H 6.498 0.986 -1.612
H 5.664 0.378 -0.346
C 1.326 5.881 -3.446
O 0.520 4.708 -3.650
P 1.155 3.458 -4.496
O 1.902 3.783 -5.758
O 1.973 2.610 -3.365
C 2.765 1.514 -3.809
O -0.096 2.509 -4.798
C -1.146 2.883 -5.658
H 1.034 6.602 -4.209
H 2.394 5.737 -3.613
H 1.216 6.315 -2.452
H 2.940 1.543 -4.885
H 2.166 0.623 -3.619
H 3.709 1.543 -3.264
H -2.066 2.875 -5.074
H -1.266 2.156 -6.462
H -0.958 3.854 -6.116
C -7.424 -0.640 3.132
O -7.609 -0.423 1.751
P -7.509 1.073 1.151
O -8.295 2.052 1.948
O -5.904 1.370 1.087
C -4.976 0.492 0.407
O -7.930 0.949 -0.414
C -9.148 0.224 -0.829
H -8.283 -0.358 3.742
H -6.596 -0.005 3.446
H -7.029 -1.609 3.437
H -4.433 1.014 -0.380
H -5.508 -0.369 0.001
H -4.270 0.085 1.131
H -9.545 -0.426 -0.049
H -9.060 -0.387 -1.727
H -10.068 0.809 -0.859
C 2.312 -0.693 -0.356
O 1.105 -0.243 0.189
C -0.116 -0.920 -0.191
C -1.401 -0.093 0.309
O -1.757 0.826 -0.757
C -0.856 1.934 -1.006
H 3.218 -0.233 0.039
H 2.436 -0.507 -1.423
H 2.455 -1.771 -0.292
H -0.215 -1.943 0.172
H -0.239 -0.980 -1.273
H -1.159 0.497 1.193
H -2.240 -0.764 0.494
H -1.346 2.523 -1.782
H 0.082 1.560 -1.418
H -0.615 2.453 -0.079
C 9.101 -0.339 -2.645
O 8.452 -0.460 -1.377
C 8.621 -1.723 -0.699
C 7.705 -1.826 0.541
O 6.371 -2.019 -0.026
C 5.273 -1.983 0.890
H 8.627 -0.961 -3.404
H 10.134 -0.681 -2.580
H 9.001 0.648 -3.096
H 9.678 -1.832 -0.453
H 8.427 -2.577 -1.349
H 7.693 -0.925 1.154
H 8.071 -2.638 1.169
H 5.299 -0.987 1.333
H 5.392 -2.840 1.553
H 4.342 -2.144 0.346
C 1.540 -3.084 -4.169
O 2.362 -3.264 -3.054
C 3.280 -4.341 -3.208
C 4.159 -4.354 -1.935
O 5.229 -5.279 -2.091
C 6.119 -5.246 -0.995
H 0.947 -3.987 -4.310
H 2.114 -2.695 -5.010
H 0.850 -2.272 -3.940
H 3.787 -4.319 -4.173
H 2.666 -5.240 -3.176
H 3.492 -4.624 -1.117
H 4.468 -3.311 -1.860
H 6.507 -4.230 -0.927
H 6.892 -5.989 -1.194
H 5.538 -5.354 -0.079
C 2.399 -4.611 2.141
C 1.290 -5.097 1.190
C 0.417 -6.003 2.109
O 0.675 -5.346 3.381
C 1.605 -4.264 3.335
H 2.856 -3.745 1.661
H 3.161 -5.356 2.371
H 1.819 -5.588 0.373
H 0.625 -4.348 0.760
H 0.762 -7.035 2.048
H -0.605 -5.932 1.736
H 2.212 -4.140 4.232
H 1.054 -3.350 3.116
C 4.281 -0.317 4.311
C 3.716 0.755 3.385
C 2.222 0.453 3.323
O 2.154 -0.963 3.474
C 3.258 -1.391 4.245
H 4.526 0.034 5.313
H 5.182 -0.739 3.866
H 4.066 0.678 2.356
H 3.917 1.715 3.861
H 1.731 0.780 2.407
H 1.691 0.831 4.197
H 3.676 -2.269 3.753
H 2.916 -1.654 5.245
C -2.445 -4.694 0.079
C -1.884 -5.186 -1.229
C -2.130 -4.046 -2.224
O -3.380 -3.581 -1.692
C -3.766 -4.054 -0.386
H -1.740 -3.977 0.500
H -2.713 -5.453 0.813
H -2.494 -6.001 -1.620
H -0.893 -5.629 -1.124
H -2.135 -4.392 -3.258
H -1.430 -3.232 -2.036
H -4.566 -4.777 -0.545
H -4.165 -3.244 0.225
C -5.299 3.077 -2.418
C -6.246 3.981 -3.249
C -5.497 3.978 -4.569
O -4.091 3.841 -4.246
C -3.874 3.284 -2.939
H -5.582 2.037 -2.576
H -5.307 3.114 -1.328
H -6.352 4.967 -2.796
H -7.275 3.624 -3.295
H -5.582 4.894 -5.153
H -5.735 3.113 -5.188
H -3.295 3.968 -2.319
H -3.438 2.285 -2.927
*
```

## Properties
SMILES   COP(=O)(OC)OC.COP(=O)(OC)OC.COP(=O)(OC)OC.COP(=O)(OC)OC.COP(=O)(OC)OC.C1CCOC1.C1CCOC1.C1CCOC1.C1CCOC1.COCCOC.COCCOC.COCCOC
Relative energy (zero: lowest compared OMol25 entry of this formula, charge and spin)   0.0 kJ/mol
Gap between HOMO and LUMO   9.87 eV

These are the Löwdin partial charges, in e, on atoms 1 to 8: -0.150, -0.221, 0.483, -0.258, -0.194, -0.080, -0.227, -0.105

---

(2)
Entry from OMol25: a molecular structure, C43H108BeN7O14 (the ωB97M-V functional and the def2-TZVPD basis).

```
! wB97M-V def2-TZVPD RIJCOSX def2/J DEFGRID3
* xyz 1 1
Be 2.476 1.655 -7.389
C -1.743 -1.003 -2.558
C -1.098 0.366 -2.306
C -0.876 0.421 -0.807
O 0.054 0.556 -3.079
H -2.649 -1.200 -1.986
H -1.043 -1.820 -2.385
H -2.011 -1.050 -3.614
H -1.884 1.075 -2.570
H -0.021 -0.159 -0.460
H -1.739 0.065 -0.244
H -0.677 1.437 -0.465
C -9.905 12.164 -2.207
O -9.540 10.855 -2.625
C -10.345 9.930 -1.902
C -10.000 8.510 -2.341
N -8.609 8.228 -2.080
C -8.096 7.130 -2.832
C -6.661 6.776 -2.439
O -5.823 7.864 -2.944
C -4.572 7.777 -2.338
H -9.315 12.970 -2.645
H -9.751 12.193 -1.129
H -10.963 12.357 -2.384
H -11.413 10.090 -2.055
H -10.191 10.036 -0.828
H -10.322 8.294 -3.360
H -10.613 7.823 -1.758
H -7.976 8.983 -2.303
H -8.053 7.273 -3.912
H -8.751 6.296 -2.580
H -6.357 5.812 -2.846
H -6.655 6.645 -1.356
H -3.918 8.406 -2.942
H -4.222 6.773 -2.096
H -4.640 8.342 -1.409
C 9.548 -3.668 1.000
O 9.950 -3.264 -0.306
C 9.757 -1.868 -0.585
C 8.330 -1.361 -0.448
N 7.407 -2.104 -1.409
C 5.960 -2.040 -1.081
C 5.327 -3.277 -0.399
O 5.702 -3.106 0.949
C 5.193 -4.072 1.783
H 8.491 -3.464 1.176
H 10.155 -3.169 1.755
H 9.684 -4.743 1.116
H 10.177 -1.631 -1.563
H 10.365 -1.194 0.017
H 8.370 -0.311 -0.738
H 7.933 -1.344 0.567
H 7.592 -3.097 -1.418
H 5.478 -1.927 -2.052
H 5.684 -1.119 -0.568
H 5.791 -4.170 -0.819
H 4.262 -3.397 -0.599
H 4.113 -4.202 1.853
H 5.533 -3.834 2.791
H 5.650 -5.039 1.571
C 3.425 4.326 -4.195
O 2.870 4.560 -5.496
C 2.296 5.893 -5.533
C 1.879 6.165 -7.013
N 0.936 5.165 -7.571
C -0.312 5.116 -6.898
C -1.273 4.185 -7.520
O -0.648 2.873 -7.471
C -1.508 1.921 -7.963
H 4.052 3.435 -4.224
H 2.641 4.141 -3.460
H 4.035 5.178 -3.893
H 3.051 6.641 -5.287
H 1.478 6.112 -4.846
H 2.820 6.257 -7.556
H 1.363 7.125 -7.010
H 0.761 5.410 -8.535
H -0.693 6.134 -6.973
H -0.275 4.847 -5.842
H -1.512 4.506 -8.534
H -2.198 4.216 -6.946
H -1.720 2.340 -8.947
H -2.406 1.728 -7.376
H -0.972 0.980 -8.089
C 2.908 -2.569 -7.302
O 3.880 -1.629 -7.806
C 5.179 -2.051 -7.868
C 6.064 -0.934 -8.307
N 6.076 0.132 -7.279
C 7.189 1.079 -7.476
C 7.115 1.775 -8.843
O 5.804 2.357 -8.999
C 5.686 3.016 -10.286
H 3.216 -2.973 -6.337
H 2.792 -3.424 -7.967
H 1.933 -2.102 -7.165
H 5.231 -2.864 -8.592
H 5.452 -2.528 -6.927
H 5.670 -0.601 -9.267
H 7.057 -1.300 -8.568
H 6.290 -0.339 -6.411
H 8.139 0.578 -7.292
H 7.093 1.919 -6.788
H 7.220 1.019 -9.621
H 7.854 2.575 -8.804
H 4.682 3.424 -10.394
H 5.877 2.211 -10.996
H 6.408 3.832 -10.317
C -1.256 -3.027 6.691
O -1.517 -3.680 7.921
C -2.737 -4.421 7.925
C -2.861 -5.105 9.310
N -4.212 -5.665 9.536
C -4.241 -6.563 10.646
C -5.631 -7.019 10.968
O -5.684 -7.577 12.257
C -6.976 -7.426 12.918
H -1.621 -3.684 5.901
H -0.195 -2.849 6.511
H -1.756 -2.064 6.586
H -2.625 -5.248 7.224
H -3.516 -3.668 7.807
H -2.654 -4.390 10.106
H -2.077 -5.854 9.421
H -4.802 -4.847 9.592
H -3.808 -6.184 11.572
H -3.670 -7.454 10.386
H -5.944 -7.654 10.138
H -6.268 -6.138 10.887
H -7.210 -6.378 13.104
H -6.889 -7.951 13.869
H -7.753 -7.861 12.289
C -3.429 -6.066 1.693
O -3.136 -7.316 2.293
C -1.710 -7.577 2.322
C -1.438 -9.079 2.714
N -0.011 -9.398 3.059
C 0.298 -9.034 4.397
C 1.630 -9.698 4.778
O 1.605 -9.869 6.214
C 2.867 -10.003 6.779
H -2.935 -6.066 0.721
H -3.081 -5.247 2.323
H -4.506 -5.983 1.543
H -1.296 -6.997 3.147
H -1.207 -7.315 1.392
H -1.705 -9.700 1.859
H -2.089 -9.376 3.535
H 0.073 -10.403 3.000
H -0.413 -9.453 5.110
H 0.455 -7.973 4.588
H 2.406 -9.014 4.432
H 1.689 -10.688 4.326
H 3.472 -10.799 6.345
H 2.761 -10.207 7.844
H 3.460 -9.090 6.729
C -1.182 5.426 4.789
C -1.294 6.030 6.217
C -0.926 4.951 7.211
O -1.779 3.801 7.192
C -1.614 2.779 8.187
N -0.168 6.901 6.234
H -1.462 6.099 3.978
H -1.930 4.666 4.560
H -0.221 4.951 4.593
H -2.302 6.400 6.407
H -1.086 5.332 8.219
H 0.119 4.642 7.188
H -2.277 1.991 7.828
H -2.013 3.234 9.093
H -0.583 2.485 8.383
H -0.371 7.576 5.510
H -0.221 7.467 7.069
*
```

## Properties
Relative energy (zero: lowest compared OMol25 entry of this formula, charge and spin)   967.7 kJ/mol
Gap between HOMO and LUMO   1.64 eV

These are the Löwdin partial charges, in e, on atoms 1 to 8: 0.811, -0.072, -0.505, -0.041, 0.060, 0.084, 0.088, 0.076

---

Question: Among the records above, which one has the highest gap between HOMO and LUMO?
Answer: C43H107O30P5

---

Question: The lowest gap between HOMO and LUMO belongs to which entry?
Answer: C43H108BeN7O14

---

Question: Look up the gap between HOMO and LUMO of the first one.
Answer: 9.87 eV